C21H29N3O6S | ωB97M-V with the def2-TZVPD basis set

Last column: Löwdin charge in e.
Element x y z (Å)
C 0.3793 2.0017 1.9221  -0.147
C 2.3929 -0.7839 0.6597  0.012
H -3.1364 2.1110 -0.0721  0.121
N -3.2603 2.5793 0.8185  0.079
S 1.9249 -2.3417 -3.0378  0.678
H 1.0711 0.6285 4.0322  0.134
H -1.3123 5.9244 -1.2521  0.053
N 0.6634 -3.4631 -2.9861  -0.240
H -1.2224 4.3869 0.6464  0.086
H 3.4131 1.4064 4.2920  0.112
H -0.2083 -6.2263 -1.2685  0.129
H 1.5891 3.0697 4.1941  0.116
C -0.3696 -5.3673 -1.9217  -0.188
O -1.6058 0.0482 1.3763  0.022
H -0.1347 2.1157 0.9675  0.114
H 3.5325 -2.0057 -0.6868  0.118
H 2.1769 -0.4934 3.2327  0.119
C -3.3731 4.0246 0.8066  -0.171
H 2.0939 3.0708 1.1841  0.122
C -0.9468 -4.8598 -4.1157  -0.184
H 1.7500 -5.1407 -2.3306  0.132
H -3.1342 5.7645 -1.3047  0.057
H -4.2758 4.3116 0.2590  0.123
H -3.4710 4.3345 1.8523  0.124
H 0.9248 4.0819 2.0443  0.107
O 1.6669 -1.4705 -4.1446  -0.277
H 1.1285 -4.0528 -1.0609  0.124
C 0.4378 -0.8493 -1.3036  0.020
C 0.1831 -0.1878 -0.1073  -0.042
C -3.1294 1.8736 1.9516  -0.480
C 0.8992 -4.5166 -2.0220  -0.181
O -3.1475 2.3504 3.0668  0.062
H -1.2093 -5.3528 -5.0526  0.129
C 1.6446 -1.4803 -1.5052  -0.283
H -3.1503 -0.1692 2.6466  0.139
C -2.2035 5.4850 -0.8388  0.014
H 3.1762 -0.7569 1.3997  0.107
C 2.8804 1.5673 3.3539  -0.174
H -0.3259 -0.8966 -2.0633  0.133
C -1.2149 0.2409 0.1086  -0.451
C -2.9533 0.3617 1.7145  -0.047
O -0.7391 -5.8890 -3.1745  -0.127
H -0.3549 2.0831 2.7314  0.132
C 1.4283 3.1140 2.0498  -0.161
H -1.1841 -4.7449 -1.5202  0.129
C -2.1641 4.6598 0.1894  -0.160
C 2.2444 2.9538 3.3280  -0.201
H -1.7776 -4.2174 -3.7887  0.130
C 0.3118 -4.0091 -4.2840  -0.175
N 1.0214 0.7066 1.9815  -0.079
O -1.9608 0.6327 -0.7623  0.104
O 3.1997 -3.0044 -2.9781  -0.285
H 3.5942 1.4752 2.5329  0.112
H -3.6275 0.0213 0.9216  0.135
H 0.1417 -3.1696 -4.9570  0.121
H 3.0131 3.7264 3.3809  0.111
C 2.6082 -1.4787 -0.5079  -0.042
C 1.1964 -0.0719 0.8805  -0.148
H 1.1280 -4.6320 -4.6779  0.138
C 1.7773 0.5198 3.1996  -0.154

Gap between HOMO and LUMO, Eh: 0.31512
Structure (SMILES): C=CCNC(=O)COC(=O)c1cc(S(=O)(=O)N2CCOCC2)ccc1N1CCCCC1
Net charge: 0
E_LUMO, eV: 0.2939